The following is a quantum chemistry calculation of 4 unconnected molecules or ions with the total composition C25H50F3N3O10 in a non-equilibrium geometry, from OMol25.

Calculated values
* Kohn-Sham gap: 7.74 eV
* highest occupied orbital energy: -8.70 eV
* net charge: 0
* SMILES string: O=C1C=C(C[C@@H](O)C(F)(F)F)C(=O)O1.COCCNCCOC.COCCNCCOC.COCCNCCOC

Each line ends with the Mulliken charge.
Positions of all 91 atoms, in Å:
O 5.414 -5.636 3.415  -0.48
C 5.507 -6.521 2.570  0.36
C 4.433 -6.467 1.443  -0.31
C 3.949 -7.810 1.507  0.37
C 2.597 -8.370 0.891  -0.56
C 1.466 -7.280 1.207  0.20
O 0.999 -6.749 -0.073  -0.62
C 0.232 -7.754 2.069  0.56
F 0.023 -9.107 2.190  -0.25
F -0.951 -7.200 1.530  -0.26
F 0.280 -7.143 3.344  -0.28
C 5.105 -8.616 2.250  0.14
O 5.446 -9.730 1.888  -0.48
O 6.023 -7.777 2.934  -0.31
H 3.969 -5.603 0.876  0.58
H 2.639 -8.678 -0.181  0.38
H 2.371 -9.276 1.543  0.33
H 1.852 -6.360 1.756  0.30
H 1.651 -6.051 -0.303  0.24
C 1.385 1.195 0.902  -0.67
O 0.415 0.328 0.333  -0.25
C 0.287 0.483 -1.083  -0.42
C 0.791 -0.766 -1.801  -0.36
N 2.246 -0.880 -1.700  -0.27
C 2.767 -2.169 -2.155  -1.20
C 2.361 -3.415 -1.355  -0.34
O 2.895 -3.452 -0.034  -0.35
C 2.112 -2.772 0.939  -0.71
H 1.318 1.109 1.988  0.25
H 2.394 0.907 0.596  0.37
H 1.193 2.235 0.624  0.20
H 0.788 1.385 -1.448  0.22
H -0.782 0.595 -1.290  0.31
H 0.507 -0.714 -2.857  0.43
H 0.294 -1.632 -1.351  0.18
H 2.520 -0.751 -0.732  0.08
H 3.859 -2.093 -2.124  0.42
H 2.493 -2.312 -3.206  0.44
H 2.789 -4.281 -1.872  0.45
H 1.277 -3.577 -1.345  0.45
H 1.043 -2.804 0.713  0.37
H 2.450 -1.739 1.042  0.16
H 2.276 -3.262 1.903  0.43
C -7.656 0.464 1.060  -0.72
O -7.051 1.509 1.805  -0.34
C -6.408 1.051 2.995  -0.81
C -4.895 1.218 2.883  -0.12
N -4.330 0.271 1.922  -0.28
C -2.929 0.536 1.589  -1.00
C -2.615 1.849 0.859  0.01
O -3.138 1.911 -0.464  -0.37
C -4.477 2.374 -0.551  -0.74
H -8.234 0.916 0.253  0.24
H -6.898 -0.189 0.616  0.30
H -8.334 -0.124 1.685  0.34
H -6.679 0.019 3.240  0.41
H -6.767 1.687 3.810  0.40
H -4.440 1.051 3.864  0.36
H -4.696 2.253 2.582  0.16
H -4.873 0.307 1.067  0.12
H -2.600 -0.289 0.949  0.32
H -2.330 0.481 2.504  0.43
H -1.528 1.902 0.749  -0.05
H -2.901 2.734 1.438  0.44
H -4.722 3.095 0.234  0.34
H -5.173 1.532 -0.526  0.23
H -4.600 2.867 -1.520  0.30
C 3.704 6.949 -2.210  -0.70
O 2.625 6.939 -3.132  -0.34
C 2.422 5.666 -3.747  -0.80
C 1.100 5.056 -3.286  -0.22
N 1.173 4.641 -1.885  -0.18
C -0.124 4.271 -1.314  -0.12
C -1.182 5.376 -1.192  -0.79
O -0.847 6.392 -0.255  -0.45
C -0.049 7.442 -0.779  -0.55
H 3.871 7.980 -1.898  0.24
H 3.464 6.356 -1.323  0.28
H 4.620 6.573 -2.674  0.34
H 3.260 4.985 -3.571  0.42
H 2.363 5.845 -4.825  0.40
H 0.869 4.186 -3.908  0.33
H 0.317 5.807 -3.436  0.21
H 1.557 5.401 -1.336  0.12
H 0.078 3.888 -0.309  -0.19
H -0.541 3.437 -1.889  0.45
H -2.092 4.907 -0.806  0.28
H -1.456 5.809 -2.160  0.45
H -0.250 7.633 -1.836  0.28
H 1.011 7.225 -0.626  0.17
H -0.278 8.350 -0.216  0.30